[1]
{
  "formula": "C33H36ClIN6O7V",
  "method": "ωB97M-V with the def2-TZVPD basis set",
  "symbols": ["V", "C", "C", "N", "C", "C", "C", "O", "C", "C", "N", "C", "C", "C", "C", "C", "C", "I", "C", "O", "H", "H", "H", "H", "H", "H", "H", "H", "H", "H", "H", "H", "C", "C", "O", "N", "C", "C", "C", "C", "C", "C", "N", "H", "H", "H", "H", "H", "H", "H", "H", "H", "H", "C", "C", "C", "C", "Cl", "C", "C", "C", "O", "C", "C", "O", "O", "H", "H", "H", "H", "H", "H", "H", "H", "C", "N", "C", "N", "O", "H", "H", "H", "H", "H", "H"],
  "positions_angstrom": [[-0.46, -0.29, 0.40], [-1.10, 3.42, -2.07], [-1.57, 2.10, -2.61], [-1.90, 2.02, -3.88], [-2.35, 0.86, -4.38], [-2.56, -0.27, -3.62], [-3.13, -1.53, -4.24], [-2.56, -2.72, -3.72], [-2.20, -0.21, -2.26], [-2.56, -1.27, -1.35], [-2.06, -1.39, -0.18], [-2.62, -2.36, 0.71], [-2.96, -3.63, 0.28], [-3.51, -4.55, 1.17], [-3.69, -4.20, 2.50], [-3.33, -2.94, 2.95], [-2.79, -2.03, 2.05], [-2.18, -0.13, 2.70], [-1.63, 0.97, -1.77], [-1.22, 1.06, -0.50], [-1.37, 4.20, -2.77], [-0.01, 3.41, -1.95], [-1.55, 3.62, -1.10], [-2.57, 0.85, -5.44], [-3.03, -1.47, -5.32], [-4.20, -1.60, -4.02], [-1.61, -2.74, -3.92], [-3.36, -1.95, -1.66], [-2.78, -3.91, -0.76], [-3.77, -5.53, 0.82], [-4.11, -4.91, 3.19], [-3.47, -2.66, 3.99], [3.23, 0.93, 2.50], [2.00, 1.39, 1.76], [1.20, 0.55, 1.32], [1.84, 2.70, 1.64], [0.65, 3.33, 1.09], [-0.26, 3.84, 2.18], [-0.32, 5.19, 2.48], [-1.15, 5.63, 3.50], [-1.89, 4.69, 4.19], [-1.77, 3.36, 3.83], [-0.98, 2.92, 2.85], [3.43, -0.10, 2.24], [3.04, 1.00, 3.57], [4.10, 1.55, 2.26], [2.54, 3.30, 2.04], [0.13, 2.59, 0.49], [0.95, 4.15, 0.44], [0.27, 5.89, 1.90], [-1.21, 6.68, 3.75], [-2.56, 4.98, 4.99], [-2.35, 2.60, 4.35], [4.20, -0.74, -1.13], [3.61, 0.56, -1.62], [4.04, 1.74, -1.01], [3.58, 2.98, -1.40], [4.14, 4.40, -0.57], [2.68, 3.09, -2.44], [2.23, 1.94, -3.05], [2.67, 0.68, -2.65], [2.17, -0.34, -3.42], [1.94, -1.64, -2.92], [0.81, -1.72, -1.90], [0.14, -2.75, -1.85], [0.67, -0.67, -1.19], [4.94, -0.53, -0.36], [4.71, -1.27, -1.93], [3.44, -1.39, -0.70], [4.77, 1.68, -0.22], [2.32, 4.06, -2.76], [1.51, 1.99, -3.86], [2.84, -2.08, -2.48], [1.67, -2.24, -3.79], [1.15, -4.92, 3.30], [0.77, -3.57, 2.94], [0.43, -3.17, 1.69], [0.36, -4.08, 0.72], [0.17, -1.96, 1.49], [1.43, -4.93, 4.35], [2.01, -5.26, 2.71], [0.32, -5.61, 3.17], [0.82, -2.83, 3.61], [0.60, -5.05, 0.88], [0.14, -3.75, -0.22]],
  "lowdin_spin": [1.908, 0.000, -0.005, 0.004, -0.004, 0.004, 0.001, 0.001, -0.001, 0.021, -0.010, 0.000, -0.002, 0.000, -0.001, 0.000, 0.001, -0.002, 0.009, 0.000, 0.000, 0.000, 0.000, 0.000, 0.000, 0.000, 0.000, 0.001, 0.000, 0.000, 0.000, 0.000, 0.000, 0.006, 0.011, 0.007, 0.001, 0.000, 0.000, 0.000, 0.000, 0.000, 0.001, 0.000, 0.000, 0.000, 0.000, 0.000, 0.000, 0.000, 0.000, 0.000, 0.000, 0.000, 0.000, 0.000, 0.000, 0.000, 0.000, 0.000, 0.000, 0.000, -0.001, 0.006, 0.005, 0.017, 0.000, 0.000, 0.000, 0.000, 0.000, 0.000, 0.000, 0.000, 0.000, 0.000, 0.002, 0.001, 0.016, 0.000, 0.000, 0.000, 0.000, 0.000, 0.000],
  "total_charge": 1,
  "s_squared": 2.012,
  "mol_weight_g_mol": 841.987,
  "relative_energy_kcal_mol": 9.4,
  "gap_ev": [7.64, 7.52],
  "spin_multiplicity": 3
}

[2]
{
  "formula": "C33H36FeIN5O2S",
  "method": "ωB97M-V with the def2-TZVPD basis set",
  "symbols": ["Fe", "C", "C", "N", "C", "C", "S", "C", "C", "N", "H", "H", "H", "H", "H", "H", "H", "H", "H", "H", "H", "H", "H", "H", "C", "C", "C", "C", "C", "C", "N", "N", "C", "C", "C", "C", "C", "C", "H", "H", "H", "H", "H", "H", "H", "H", "H", "C", "C", "C", "C", "C", "C", "C", "C", "N", "H", "H", "H", "H", "H", "H", "H", "H", "H", "I", "C", "C", "C", "C", "C", "C", "C", "O", "O", "H", "H", "H", "H"],
  "positions_angstrom": [[-0.36, -0.19, 0.82], [-1.79, -2.73, -0.60], [-2.91, -2.11, 0.20], [-2.46, -0.93, 0.92], [-2.84, -0.84, 2.34], [-2.09, -1.91, 3.07], [-0.27, -1.65, 3.08], [0.52, -3.08, 2.27], [-0.28, -3.65, 1.13], [-0.49, -2.68, 0.05], [-2.14, -3.76, -0.80], [-1.70, -2.17, -1.53], [-3.74, -1.92, -0.48], [-3.33, -2.81, 0.94], [-2.83, -0.13, 0.40], [-2.53, 0.13, 2.70], [-3.92, -0.95, 2.53], [-2.40, -1.99, 4.12], [-2.29, -2.86, 2.60], [1.50, -2.72, 2.01], [0.64, -3.85, 3.02], [0.31, -4.47, 0.69], [-1.26, -4.01, 1.49], [0.29, -2.71, -0.59], [3.50, -3.48, -1.72], [4.00, -3.16, -0.47], [3.49, -2.17, 0.35], [2.36, -1.41, -0.06], [1.93, -1.64, -1.43], [2.47, -2.64, -2.22], [1.71, -0.52, 0.66], [2.27, -0.39, 1.97], [1.98, 0.73, 2.71], [2.67, 0.86, 3.96], [2.64, 1.93, 4.82], [1.84, 3.05, 4.44], [1.01, 2.95, 3.34], [1.06, 1.82, 2.47], [3.93, -4.29, -2.29], [4.79, -3.77, -0.04], [3.89, -1.94, 1.34], [1.17, -0.97, -1.78], [2.04, -2.74, -3.22], [3.43, 0.07, 4.05], [3.18, 1.91, 5.77], [1.77, 3.95, 5.01], [0.36, 3.76, 3.06], [2.69, 2.99, 0.28], [1.26, 3.44, -0.03], [1.13, 4.43, -0.99], [-0.12, 4.93, -1.33], [-1.24, 4.42, -0.75], [-1.17, 3.40, 0.18], [-2.46, 2.84, 0.78], [0.09, 2.86, 0.53], [0.12, 1.74, 1.41], [3.39, 3.57, -0.36], [2.82, 1.91, 0.09], [2.88, 3.18, 1.33], [2.01, 4.79, -1.47], [-0.26, 5.72, -2.05], [-2.20, 4.85, -1.06], [-3.23, 3.63, 0.76], [-2.32, 2.55, 1.84], [-2.85, 1.98, 0.27], [-1.00, -0.78, -8.13], [-1.28, -0.37, -6.06], [-2.57, -0.12, -5.66], [-2.78, 0.09, -4.30], [-1.70, 0.15, -3.42], [-0.37, 0.02, -3.90], [-0.15, -0.28, -5.22], [-1.93, 0.23, -1.94], [-0.89, 0.11, -1.26], [-3.09, 0.40, -1.56], [-3.47, -0.33, -6.28], [-3.76, 0.11, -3.89], [0.48, 0.02, -3.24], [0.84, -0.46, -5.67]],
  "lowdin_spin": [3.671, 0.001, 0.005, 0.030, 0.003, 0.002, 0.032, 0.001, 0.001, 0.027, 0.001, 0.000, 0.000, 0.000, 0.002, 0.000, 0.001, 0.000, 0.000, 0.000, 0.001, 0.001, 0.000, 0.000, 0.003, 0.001, 0.004, 0.009, 0.002, 0.000, 0.041, 0.012, 0.006, 0.000, 0.003, 0.000, 0.003, 0.006, 0.000, 0.000, 0.000, 0.000, 0.000, 0.000, 0.000, 0.000, 0.000, 0.001, 0.006, 0.000, 0.007, 0.000, 0.006, 0.001, 0.007, 0.058, 0.000, 0.000, 0.000, 0.000, 0.001, 0.000, 0.000, 0.000, 0.000, 0.000, 0.000, 0.000, 0.000, 0.002, 0.000, 0.000, 0.004, 0.033, 0.001, 0.000, 0.000, 0.000, 0.000],
  "total_charge": -2,
  "s_squared": 6.011,
  "mol_weight_g_mol": 749.500,
  "relative_energy_kcal_mol": 0.0,
  "gap_ev": [2.43, 2.41],
  "spin_multiplicity": 5
}

[3]
{
  "formula": "C33H36IrN2P2S2",
  "method": "ωB97M-V with the def2-TZVPD basis set",
  "symbols": ["Ir", "C", "C", "C", "C", "C", "C", "C", "H", "H", "H", "H", "H", "H", "H", "H", "C", "P", "C", "C", "C", "P", "C", "C", "H", "H", "H", "H", "H", "H", "H", "H", "H", "H", "H", "H", "H", "H", "H", "H", "S", "C", "C", "C", "C", "C", "C", "N", "C", "C", "C", "C", "C", "C", "C", "C", "N", "C", "C", "C", "C", "C", "S", "C", "H", "H", "H", "H", "H", "H", "H", "H", "H", "H", "H", "H"],
  "positions_angstrom": [[-1.27, 0.06, 0.26], [-0.25, 3.82, 0.51], [-1.29, 2.82, 0.88], [-2.39, 2.56, 0.04], [-3.40, 1.67, 0.44], [-3.32, 1.00, 1.67], [-2.22, 1.23, 2.50], [-1.22, 2.12, 2.10], [0.61, 3.32, 0.04], [0.12, 4.34, 1.39], [-0.64, 4.55, -0.20], [-2.50, 3.11, -0.88], [-4.28, 1.58, -0.18], [-4.15, 0.39, 2.01], [-2.20, 0.79, 3.49], [-0.39, 2.33, 2.77], [-4.86, -1.42, -0.31], [-3.16, -1.26, -0.92], [-3.33, -0.56, -2.59], [-2.68, -3.00, -1.21], [-1.22, -3.15, -1.63], [-0.10, -2.34, -0.43], [-0.03, -3.49, 0.98], [1.54, -2.50, -1.22], [-5.41, -2.01, -1.05], [-5.36, -0.46, -0.21], [-4.90, -1.95, 0.64], [-4.05, -1.17, -3.15], [-2.38, -0.56, -3.12], [-3.71, 0.46, -2.54], [-3.34, -3.39, -1.99], [-2.88, -3.57, -0.30], [-1.04, -2.71, -2.61], [-0.94, -4.20, -1.69], [0.13, -4.50, 0.61], [-0.97, -3.46, 1.55], [0.79, -3.22, 1.64], [1.71, -3.55, -1.44], [2.33, -2.14, -0.56], [1.57, -1.93, -2.15], [3.56, -1.16, 5.73], [2.79, -1.75, 7.09], [1.40, -1.92, 6.92], [0.98, -1.55, 5.66], [2.02, -1.09, 4.84], [1.98, -0.62, 3.49], [0.76, -0.56, 2.77], [0.67, -0.11, 1.53], [1.79, 0.30, 0.87], [3.06, 0.25, 1.50], [4.22, 0.67, 0.76], [4.11, 1.10, -0.51], [2.83, 1.17, -1.16], [2.69, 1.61, -2.48], [1.43, 1.68, -3.08], [0.33, 1.29, -2.27], [0.45, 0.85, -1.03], [1.67, 0.78, -0.45], [1.24, 2.12, -4.43], [2.19, 2.56, -5.34], [1.65, 2.91, -6.58], [0.28, 2.74, -6.62], [-0.35, 2.16, -5.17], [3.14, -0.21, 2.81], [3.34, -1.98, 7.99], [0.75, -2.29, 7.70], [-0.06, -1.61, 5.36], [-0.16, -0.88, 3.23], [5.19, 0.64, 1.25], [4.99, 1.41, -1.06], [3.58, 1.90, -3.03], [-0.67, 1.35, -2.67], [3.25, 2.63, -5.13], [2.22, 3.27, -7.42], [-0.36, 2.94, -7.47], [4.11, -0.24, 3.29]],
  "lowdin_spin": [2.091, 0.006, 0.054, 0.047, 0.066, 0.048, 0.030, 0.061, 0.002, 0.001, 0.000, 0.001, 0.001, 0.000, 0.001, 0.002, 0.022, 0.111, 0.010, 0.010, 0.011, 0.169, 0.019, 0.038, 0.005, 0.000, 0.000, 0.002, 0.000, 0.000, 0.003, 0.000, 0.000, 0.004, 0.005, 0.000, 0.000, 0.008, 0.001, 0.000, 0.029, 0.277, 0.154, 0.037, 0.264, 0.037, 0.051, 0.069, 0.046, 0.016, 0.005, 0.006, 0.015, 0.099, 0.039, 0.051, 0.056, 0.048, 0.255, 0.058, 0.126, 0.287, 0.023, 0.096, 0.008, 0.004, -0.002, 0.001, 0.000, 0.000, 0.003, 0.001, -0.001, 0.002, 0.009, 0.002],
  "total_charge": 4,
  "s_squared": 8.812,
  "mol_weight_g_mol": 778.964,
  "relative_energy_kcal_mol": 24.1,
  "gap_ev": [4.95, 4.43],
  "spin_multiplicity": 6
}

Number 1: E -3836.25236 a.u.. Number 2: E -3662.96313 a.u.. Number 3: E -2970.55250 a.u..